{"formula": "C8H18I2NOP2Yb", "method": "ωB97M-V/def2-TZVPD", "e_homo_ev": [-16.135, -15.841], "total_charge": 2, "gap_ev": [6.790, 5.187], "spin_multiplicity": 2, "s_squared": 0.763, "e_tot_ha": -2881.723463, "de_lowest_ev": 0.433, "species": ["I", "I", "Yb", "P", "C", "C", "H", "H", "H", "H", "H", "H", "C", "H", "H", "H", "P", "C", "C", "H", "H", "H", "C", "H", "H", "H", "H", "H", "H", "C", "O", "N", "C"], "coordinates": [[2.44400, -1.77141, -3.15350], [0.91370, -3.44423, -1.56103], [1.02957, 0.08602, -0.85415], [1.50470, -0.59342, 1.94669], [1.10103, -1.77894, 3.27651], [3.04567, -1.26689, 1.18983], [3.86655, -1.47260, 1.88407], [2.96660, 0.74757, 3.58808], [3.49962, -0.59484, 0.44339], [2.56794, 1.61590, 2.13419], [0.78198, -2.73386, 2.85354], [2.87719, -2.19655, 0.62921], [2.18153, 0.86970, 2.83822], [1.81236, -2.04258, 4.04800], [1.35856, 1.39810, 3.33370], [0.21556, -1.44023, 3.82021], [-1.66701, 0.75320, -1.75414], [-3.37169, 0.12152, -1.93526], [-1.85121, 2.58328, -1.86782], [0.13834, 0.82873, -3.48067], [-1.40053, 0.76503, -4.26239], [-0.70072, -0.67188, -3.55234], [-0.87078, 0.39836, -3.37803], [-0.87232, 3.07680, -1.88183], [-2.41102, 3.03146, -2.69189], [-4.01815, 0.43224, -2.74532], [-3.94583, 0.32672, -1.02813], [-2.30579, 2.95854, -0.94323], [-3.37253, -0.96978, -1.98431], [-1.42097, -1.25780, 0.76184], [-2.27361, -1.79106, 1.30150], [-1.26971, 2.28390, 1.91707], [-0.55301, 1.74900, 1.10800]]}

{"formula": "C2H5BO2", "method": "ωB97M-V/def2-TZVPD", "e_homo_ev": -9.083, "gap_ev": 9.569, "smiles": "C=C(O)BO", "spin_multiplicity": 1, "e_tot_ha": -254.523193, "de_lowest_ev": 2.480, "species": ["C", "C", "O", "B", "O", "H", "H", "H", "H", "H"], "coordinates": [[1.69670, -0.22776, -0.09740], [0.54005, 0.41695, 0.06413], [0.53726, 1.78668, 0.07109], [-0.88442, -0.34006, 0.12714], [-1.73490, 0.72463, -0.09139], [2.69178, 0.17636, -0.28107], [1.85826, -1.31260, 0.05291], [-0.33356, 2.05031, -0.32139], [-1.50681, -1.52981, 0.19754], [-2.62068, 0.56611, -0.22725]]}

{"formula": "C11H21BrN2O2P", "method": "ωB97M-V/def2-TZVPD", "e_homo_ev": -11.656, "total_charge": 1, "gap_ev": 7.446, "smiles": "CC(C)CCc1[nH]c[n+](C[C@@H](C)Br)c1P(O)O", "spin_multiplicity": 1, "e_tot_ha": -3606.586337, "species": ["C", "C", "C", "C", "C", "C", "N", "C", "N", "C", "C", "C", "Br", "C", "P", "O", "O", "H", "H", "H", "H", "H", "H", "H", "H", "H", "H", "H", "H", "H", "H", "H", "H", "H", "H", "H", "H", "H"], "coordinates": [[4.10812, -0.60403, 1.27308], [2.47471, -0.31354, 1.40839], [2.01246, -0.98675, 2.83394], [2.27591, 1.31799, 1.33350], [0.67982, 1.78707, 1.48882], [-0.00034, 1.54388, 0.01457], [0.49206, 1.99726, -1.37605], [-0.49023, 1.48132, -2.42164], [-1.61390, 0.71315, -1.76174], [-2.71927, 0.07374, -2.57998], [-2.42172, -1.51147, -2.87393], [-1.14898, -2.14426, -2.05698], [-4.02077, -2.70601, -2.47357], [-1.39817, 0.73364, -0.26463], [-2.66475, -0.10512, 0.89246], [-4.10132, 0.89264, 0.99621], [-2.00644, -0.49013, 2.45788], [4.64003, -0.05146, 2.16567], [4.28838, -1.76210, 1.44132], [4.54391, -0.33158, 0.22095], [1.96644, -0.89082, 0.50127], [2.64118, -1.97747, 2.95813], [2.37490, -0.25761, 3.69912], [0.84417, -1.18383, 2.87119], [2.95098, 1.92532, 2.07313], [2.58809, 1.63331, 0.22656], [0.16086, 1.01683, 2.23195], [0.56062, 2.87324, 1.91034], [1.37665, 2.55471, -1.57208], [-0.28112, 1.72324, -3.55201], [-2.70889, 0.63452, -3.63379], [-3.79767, 0.27403, -2.12437], [-2.17226, -1.63077, -4.03058], [-0.17299, -1.48124, -2.07720], [-1.45048, -2.23267, -0.91272], [-0.87301, -3.22457, -2.42185], [-4.10649, 1.38740, 0.10217], [-2.83047, -0.67785, 3.03245]]}

{"formula": "C5H6Br2", "method": "ωB97M-V/def2-TZVPD", "e_homo_ev": [-8.206, -8.206], "gap_ev": [8.238, 8.237], "spin_multiplicity": 1, "e_tot_ha": -5341.990516, "de_lowest_ev": 3.367, "species": ["C", "C", "C", "C", "C", "Br", "Br", "H", "H", "H", "H", "H", "H"], "coordinates": [[-1.25139, -0.39283, 0.64643], [-1.18721, -1.03194, -0.50117], [0.15078, -0.01193, 1.05360], [0.93506, -0.57854, -0.15736], [1.65599, 0.36844, -0.98175], [1.75157, -2.20664, -0.03970], [3.18511, 1.08302, 0.05496], [-2.09581, -0.14356, 1.30880], [-1.49355, -1.50761, -1.39466], [0.19820, 1.03222, 1.47051], [0.30991, -0.70212, 2.01000], [0.99800, 1.18250, -1.27393], [2.06167, -0.15758, -1.81721]]}

{"formula": "C31H50BeBrN3OP2", "method": "ωB97M-V/def2-TZVPD", "e_homo_ev": -11.558, "total_charge": 2, "gap_ev": 3.992, "spin_multiplicity": 1, "e_tot_ha": -4721.587211, "de_lowest_ev": 1.611, "species": ["C", "C", "C", "C", "N", "C", "C", "C", "C", "C", "C", "C", "C", "C", "Be", "P", "H", "H", "H", "H", "H", "H", "H", "H", "C", "C", "H", "H", "H", "H", "H", "C", "C", "H", "H", "H", "H", "H", "C", "C", "H", "H", "H", "H", "H", "Br", "P", "C", "C", "H", "H", "H", "H", "H", "C", "C", "H", "H", "H", "H", "H", "C", "C", "H", "H", "H", "H", "H", "C", "N", "C", "C", "C", "N", "C", "C", "O", "H", "H", "H", "H", "H", "H", "H", "H", "H", "H", "H", "H"], "coordinates": [[-4.42213, -1.70901, 2.43234], [-4.27376, -1.39620, 1.06273], [-5.43389, -1.08241, 0.31992], [-6.67078, -1.10936, 0.97150], [-6.79495, -1.41671, 2.26058], [-5.71101, -1.70408, 2.98076], [-2.98293, -1.44663, 0.43921], [-1.97410, -1.62669, -0.23670], [-0.88090, -2.46817, -0.62383], [0.32148, -1.90725, -1.06315], [1.33142, -2.74820, -1.60104], [1.32971, -4.08291, -1.05101], [0.12544, -4.67145, -0.64071], [-0.98046, -3.86098, -0.47090], [1.84218, -2.71868, 0.09673], [-0.86725, 1.19033, 0.59713], [-5.37285, -0.84541, -0.73949], [-3.56539, -1.97691, 3.04595], [-7.58569, -0.88112, 0.41950], [-5.85583, -1.94815, 4.03397], [-1.94442, -4.28189, -0.19250], [0.35926, -0.82188, -1.20499], [0.07236, -5.74552, -0.49070], [2.07330, -2.38888, -2.31332], [0.10864, 2.75474, 0.83140], [-0.65006, 4.06248, 1.00316], [0.75806, 2.81635, -0.05805], [0.77617, 2.58620, 1.68934], [0.07682, 4.88473, 1.04101], [-1.33444, 4.26996, 0.17287], [-1.21605, 4.09535, 1.94105], [-2.44726, 1.71365, -0.24050], [-3.60486, 2.21276, 0.62111], [-2.76117, 0.80563, -0.77688], [-2.18187, 2.47050, -0.99672], [-4.42653, 2.50907, -0.04669], [-4.00124, 1.42911, 1.27942], [-3.33873, 3.09180, 1.22223], [-1.42348, 0.74102, 2.30548], [-1.55120, 1.83812, 3.36182], [-0.69472, -0.01273, 2.64371], [-2.36623, 0.19406, 2.18909], [-1.85552, 1.37888, 4.31213], [-0.60530, 2.36306, 3.54558], [-2.32056, 2.57758, 3.10829], [2.95646, -5.24100, -0.92950], [0.16198, 1.32925, -2.35802], [-0.30326, 3.00012, -3.01629], [0.44171, 3.53388, -4.23997], [-0.14792, 3.68488, -2.16521], [-1.38467, 2.98191, -3.21432], [0.09390, 4.55712, -4.43595], [1.52473, 3.58477, -4.08223], [0.24211, 2.95074, -5.14830], [1.92652, 1.11120, -2.88736], [2.19451, 0.37940, -4.19479], [2.39076, 0.57031, -2.04779], [2.38319, 2.10966, -2.90407], [3.27874, 0.32561, -4.35143], [1.82101, -0.65106, -4.18530], [1.77204, 0.89662, -5.06508], [-0.82730, 0.14365, -3.40140], [-1.29259, 0.61108, -4.77530], [-1.69839, -0.10284, -2.77345], [-0.25263, -0.78831, -3.49100], [-1.88825, -0.18896, -5.23281], [-1.93321, 1.49804, -4.71606], [-0.46179, 0.81907, -5.46139], [1.82633, 0.05260, 3.38170], [3.02602, -0.67578, 3.00702], [4.30991, -0.29602, 3.60113], [5.27460, -1.44287, 3.41693], [5.48271, -1.70018, 1.95166], [4.17265, -1.77669, 1.31791], [4.08036, -2.24853, -0.04182], [3.02208, -1.39534, 1.88639], [1.89285, -1.73346, 1.30237], [0.99373, -0.63828, 3.53918], [1.54377, 0.78044, 2.60634], [2.02439, 0.59146, 4.31341], [4.71167, 0.60541, 3.10565], [4.13477, -0.06738, 4.65361], [4.89484, -2.35101, 3.89711], [6.23480, -1.20211, 3.88068], [6.00594, -2.64651, 1.76637], [6.07158, -0.89318, 1.48788], [3.65219, -1.48786, -0.72107], [5.07619, -2.51627, -0.40507], [3.49173, -3.20770, -0.05123]]}

{"formula": "Cl2H10NaO13", "method": "ωB97M-V/def2-TZVPD", "e_homo_ev": -6.976, "total_charge": -1, "gap_ev": 9.259, "spin_multiplicity": 1, "e_tot_ha": -2066.268082, "de_lowest_ev": 2.203, "species": ["Na", "Cl", "O", "O", "O", "O", "Cl", "O", "O", "O", "O", "O", "H", "H", "O", "H", "H", "O", "H", "H", "O", "H", "H", "O", "H", "H"], "coordinates": [[-0.04621, -0.15707, 0.21978], [0.32525, 2.90247, -0.39513], [0.98691, 3.02456, 0.89624], [-0.14951, 1.63511, -0.56132], [-0.86197, 3.69837, -0.46718], [1.29920, 3.21197, -1.34745], [-1.98318, -2.35942, -0.09350], [-2.93699, -1.83764, -1.01298], [-2.29048, -1.75017, 1.19520], [-2.17621, -3.81795, -0.00485], [-0.69890, -2.08399, -0.66717], [0.74546, -0.34834, -1.65359], [0.63498, -1.15226, -2.16125], [1.18865, 0.25389, -2.25121], [1.89469, -1.31005, 0.20226], [1.93944, -1.00501, -0.70392], [1.99690, -0.51665, 0.72789], [1.90539, 0.70933, 0.63387], [1.57423, 1.50120, 0.21021], [2.69020, 0.99700, 1.10031], [-1.86849, 0.32655, -0.02780], [-1.72559, 0.71174, -0.89235], [-2.41525, -0.44122, -0.19454], [0.02078, -0.40348, 2.20521], [0.68191, -1.08471, 2.32790], [-0.73123, -0.70423, 2.71538]]}